Model a:
This record from the Open Molecules 2025 dataset describes a structure of composition C3H14NO4. The level of theory is the ωB97M-V functional and the def2-TZVPD basis.

Results
Multiplicity: 1
Kohn-Sham gap (eV): 8.45
Net charge: -1
E_LUMO (eV): 3.85
HOMO level (eV): -4.61

Atoms and positions in Å:
C -0.700 -1.778 -0.900
O 0.696 -1.437 -0.848
C -1.775 -0.581 -0.905
C -2.008 -0.197 0.509
N -1.570 0.519 -1.850
H -0.970 -2.344 -0.068
H -0.662 -2.208 -1.907
H -2.624 -1.165 -1.284
H -1.140 0.398 0.981
H -2.816 0.486 0.565
H -2.325 -1.055 1.182
H -1.176 1.373 -1.420
H -0.874 0.285 -2.552
H 2.074 -0.423 1.615
H 2.460 -0.891 0.395
O 2.958 -0.418 1.098
H 0.842 1.850 1.377
H 1.003 2.097 2.776
O 0.803 2.655 1.998
H 0.789 -0.400 -0.227
H 1.646 1.171 -0.124
O 0.841 0.788 0.224

These are the Mulliken partial charges, in e, on atoms 1 to 5: -0.943 -0.739 0.324 -1.147 -0.737

***

Model b:
This record from the Open Molecules 2025 dataset describes a cluster of 4 separate species, C3H14NO4 in total. The level of theory is the ωB97M-V functional and the def2-TZVPD basis.

Results
Multiplicity: 1
Kohn-Sham gap (eV): 8.97
Net charge: -1
E_LUMO (eV): 3.94
HOMO level (eV): -5.03

Atoms and positions in Å:
C -1.105 0.652 -1.431
O -0.221 1.704 -1.227
C -1.807 0.101 -0.125
C -1.352 -1.344 0.162
N -1.527 0.916 1.056
H -0.592 -0.179 -1.937
H -1.900 1.015 -2.096
H -2.893 0.083 -0.257
H -0.281 -1.415 -0.027
H -1.508 -1.557 1.219
H -1.846 -2.044 -0.509
H -0.634 0.635 1.450
H -1.402 1.875 0.754
H 1.916 1.971 0.143
H 0.669 1.389 -0.703
O 1.984 1.076 -0.208
H 1.870 -0.811 -0.491
H 3.273 -1.299 -0.467
O 2.382 -1.638 -0.535
H 1.753 0.256 1.293
H 1.682 -1.141 1.793
O 1.538 -0.244 2.141

These are the Mulliken partial charges, in e, on atoms 1 to 5: -0.586 -0.696 0.408 -1.297 -0.813

***

Stability ranking, top entry: model b; the second entry is 0.0495 hartree less favorable.